{"formula": "C25H50N2O10S", "method": "the ωB97M-V functional and the def2-TZVPD basis", "homo_lumo_gap_ev": 7.659, "lumo_energy_ha": -0.0313, "multiplicity": 1, "fmax_ha_per_bohr": 0.091, "homo_energy_ev": -8.510, "energy_ev": -61018.2217, "elements": ["H", "H", "C", "O", "H", "N", "C", "H", "N", "H", "C", "O", "H", "H", "H", "H", "C", "C", "H", "O", "C", "H", "O", "H", "H", "C", "C", "H", "H", "H", "H", "H", "H", "C", "H", "H", "H", "H", "S", "H", "H", "C", "H", "H", "C", "O", "C", "C", "O", "H", "H", "H", "H", "C", "H", "C", "H", "C", "C", "C", "H", "H", "H", "O", "H", "H", "H", "H", "H", "H", "H", "C", "O", "H", "O", "H", "C", "C", "H", "H", "C", "C", "C", "O", "C", "H", "H", "H"], "coordinates": [[0.475, 3.535, 7.179], [2.370, -5.459, 3.276], [3.119, -6.247, 3.178], [-6.879, 3.970, 0.587], [0.811, -1.712, -2.023], [-1.076, -1.123, 2.317], [-0.941, -0.764, 0.974], [0.374, -0.702, -7.431], [-2.483, 0.987, 1.476], [-1.027, 4.469, 7.247], [2.457, -1.147, -7.028], [0.981, 0.222, -5.663], [2.604, -7.197, 3.016], [4.631, -1.552, 0.265], [4.946, -7.697, 2.570], [-8.693, 3.607, -0.277], [-4.607, 3.896, -0.276], [-0.025, -1.518, 0.021], [0.662, -1.751, -6.034], [-4.935, 3.388, -1.566], [-0.720, 0.044, -1.911], [-7.376, 2.600, -0.906], [0.703, -2.568, 0.580], [3.701, -6.294, 4.104], [3.116, -1.312, -6.169], [-5.567, 4.358, -2.386], [4.358, -7.703, 0.483], [-0.611, 0.327, -2.989], [-5.238, 3.726, 1.762], [2.374, -0.191, -0.158], [-4.841, 5.119, -2.693], [2.463, -2.057, -7.636], [5.107, -8.446, 0.193], [-0.920, 3.018, 5.641], [3.420, 1.107, -6.213], [-1.554, 2.962, 3.002], [-0.176, 2.592, 4.960], [-2.478, 4.471, 3.138], [-2.136, 0.074, 2.835], [4.364, -1.037, 2.045], [-0.745, 4.474, 3.514], [0.102, -1.127, -1.385], [1.047, 1.632, -7.201], [2.644, -2.757, -0.261], [4.838, -6.993, 1.739], [-2.008, 3.585, 4.919], [-5.587, 3.400, 0.777], [0.507, 1.412, -6.277], [3.145, -8.409, 0.722], [0.658, 2.237, -5.581], [4.245, -6.996, -0.346], [-0.341, 6.748, 6.776], [4.790, 0.248, -6.978], [2.544, -0.799, 0.778], [-5.636, 2.307, 0.782], [4.146, -0.807, 0.969], [1.865, -0.800, 2.660], [-0.349, 6.269, 5.791], [-1.593, 0.788, -0.996], [1.032, -0.873, -6.573], [-3.608, 3.521, -0.031], [-6.407, 4.833, -1.874], [1.982, -6.688, 0.517], [2.027, -0.151, 1.953], [-2.175, 1.665, -1.372], [-1.330, 2.203, 6.245], [-0.564, 1.322, -6.487], [0.135, 6.935, 5.075], [1.117, -8.235, 0.564], [2.547, -2.881, 1.533], [-5.943, 3.855, -3.279], [2.012, -7.732, 0.198], [0.389, 5.058, 5.836], [4.034, 1.633, -7.791], [3.970, -5.919, 2.089], [4.475, 0.252, 0.743], [-1.666, 3.889, 3.574], [3.842, 0.764, -7.161], [-4.562, 4.990, -0.284], [-8.060, 2.278, 0.716], [-1.736, 0.422, 0.449], [2.128, -2.312, 0.643], [-0.282, 4.039, 6.570], [2.947, -0.094, -7.852], [-7.791, 3.058, -0.005], [2.019, -7.785, -0.896], [-1.380, 6.101, 5.470], [5.822, -6.555, 1.540]], "atomic_forces_ev_per_a": [[-0.037, -0.030, 0.023], [0.091, 0.018, -0.063], [0.039, 0.149, -0.048], [0.012, -0.269, -0.221], [-0.834, 0.747, 0.546], [-1.393, 3.313, -3.036], [0.665, -0.796, -1.012], [0.090, 0.040, -0.016], [1.961, -2.126, -0.689], [-0.046, -0.021, -0.092], [-0.268, 0.062, -0.485], [-0.045, 0.114, -0.281], [0.043, -0.008, 0.013], [-0.352, 0.968, 0.867], [-0.082, -0.028, -0.063], [0.068, 0.045, 0.075], [0.049, -0.572, 0.021], [-0.653, 1.407, -1.698], [-0.010, -0.037, -0.047], [-0.139, 0.281, 0.023], [-0.593, -0.204, 3.268], [0.023, -0.040, 0.020], [-0.040, 1.290, -0.409], [-0.072, -0.079, 0.047], [-0.072, 0.067, 0.027], [0.061, -0.131, -0.049], [0.044, -0.429, 0.385], [-0.222, -0.209, 1.244], [0.055, -0.049, 0.002], [-0.474, -0.624, 1.316], [-0.080, 0.089, -0.006], [-0.018, -0.029, 0.046], [0.043, 0.038, -0.018], [-0.419, 0.161, 0.310], [0.020, -0.040, 0.014], [0.082, 0.137, -0.076], [0.026, 0.094, 0.011], [-0.035, -0.063, 0.100], [0.233, -0.190, -1.211], [-0.052, 0.078, -1.093], [0.027, -0.022, 0.019], [-1.618, 0.597, 2.792], [-0.022, -0.031, -0.023], [-0.607, 0.570, 0.781], [0.009, 0.405, -0.395], [0.271, 0.047, -0.140], [0.041, 0.546, 0.062], [-0.032, -0.004, 0.163], [-0.060, 0.341, -0.090], [0.006, -0.104, 0.039], [-0.024, 0.049, 0.082], [-0.103, 0.050, -0.013], [0.021, 0.058, 0.095], [2.367, -0.906, 0.521], [0.047, 0.035, -0.090], [-0.902, 0.275, -0.502], [0.078, 0.149, -0.563], [0.137, -0.012, -0.033], [1.207, -1.172, -0.834], [0.285, -0.131, 0.473], [-0.017, 0.014, 0.088], [0.039, 0.028, 0.017], [0.020, 0.018, -0.030], [-0.490, -0.246, -0.798], [0.573, -0.946, 0.331], [0.050, -0.025, 0.023], [0.012, 0.068, -0.095], [0.060, -0.088, 0.047], [0.100, -0.051, 0.003], [-0.724, 0.640, -0.896], [0.081, -0.048, 0.060], [0.003, -0.157, 0.017], [-0.324, 0.081, 0.049], [-0.039, -0.100, -0.047], [-0.145, -0.265, 0.163], [-0.047, -1.311, 0.292], [-0.097, -0.065, -0.005], [-0.002, -0.001, -0.142], [-0.108, -0.028, 0.012], [-0.016, -0.082, -0.090], [1.062, -1.590, 0.792], [0.808, 0.241, -0.069], [0.428, -0.190, -0.293], [0.043, 0.064, 0.338], [-0.036, 0.131, 0.113], [-0.055, 0.100, -0.008], [-0.004, -0.008, 0.047], [0.022, -0.049, -0.004]], "lowdin_charge": [0.12, 0.09, -0.11, -0.19, 0.11, -0.20, -0.26, 0.13, -0.24, 0.13, -0.20, -0.21, 0.09, 0.08, 0.13, 0.09, -0.20, -0.20, 0.12, -0.20, -0.03, 0.08, -0.09, 0.09, 0.12, -0.11, -0.20, 0.09, 0.12, 0.14, 0.09, 0.12, 0.12, -0.21, 0.08, 0.04, 0.12, 0.09, 0.96, 0.08, 0.09, 0.01, 0.08, 0.13, -0.20, -0.20, -0.20, -0.11, -0.19, 0.09, 0.12, 0.09, 0.09, -0.38, 0.12, -0.06, 0.10, -0.11, -0.02, -0.20, 0.11, 0.08, 0.08, -0.06, 0.10, 0.12, 0.09, 0.09, 0.09, 0.14, 0.09, -0.11, -0.19, 0.09, -0.20, 0.08, -0.11, -0.11, 0.13, 0.09, -0.30, -0.14, -0.20, -0.19, -0.11, 0.09, 0.08, 0.12]}

=====

{"formula": "C27H38Cl3NO8RhS2Si", "method": "the ωB97M-V functional and the def2-TZVPD basis", "homo_lumo_gap_ev": [7.227, 4.815], "lumo_energy_ha": [0.0831, -0.0024], "multiplicity": 5, "fmax_ha_per_bohr": 0.046, "s2": 6.02, "homo_energy_ev": [-4.966, -4.880], "relative_energy_ev": 0.7460, "charge": -1, "energy_ev": -116615.5736, "elements": ["C", "C", "O", "C", "C", "H", "H", "O", "H", "H", "H", "H", "C", "H", "H", "O", "Cl", "N", "H", "O", "C", "C", "C", "C", "H", "S", "C", "H", "H", "C", "C", "C", "H", "H", "H", "H", "Rh", "C", "H", "C", "O", "C", "H", "H", "H", "C", "C", "C", "C", "H", "H", "O", "H", "H", "C", "H", "Si", "H", "S", "H", "C", "H", "H", "H", "C", "O", "H", "H", "Cl", "O", "H", "H", "C", "H", "H", "Cl", "H", "C", "H", "C", "C"], "coordinates": [[1.560, 0.907, 3.283], [-2.832, -0.422, -4.622], [0.418, 0.238, -3.623], [-2.548, -4.033, 2.024], [3.514, 5.405, -6.188], [3.936, 1.968, -3.053], [4.579, 5.268, -6.350], [0.260, -0.226, 1.575], [-3.265, -1.738, 4.032], [3.361, 6.378, -5.721], [-1.241, -2.788, 0.006], [-2.732, -4.941, 1.454], [-0.201, -4.706, 2.686], [0.037, 2.803, -4.485], [0.999, 1.798, 3.014], [-1.081, -0.164, 3.823], [-2.785, 0.868, -2.259], [0.282, 1.718, -1.635], [2.577, 1.191, 3.545], [-0.713, 2.463, 0.728], [-1.958, 1.025, 5.645], [3.302, 2.570, -3.686], [1.582, -0.042, 2.084], [-1.419, -1.363, -2.834], [3.008, 5.413, -7.152], [-2.685, -0.407, 1.132], [2.155, -1.408, 2.466], [3.475, 0.612, 1.289], [-1.175, -2.322, 5.298], [-2.434, -1.440, -5.473], [-1.917, -0.337, 4.946], [-1.069, -2.379, -3.766], [0.846, -4.418, 2.625], [2.098, 1.603, 0.800], [-0.479, -4.779, 3.735], [-0.947, 1.337, 5.898], [-1.097, 0.487, -0.440], [-1.065, -3.656, 1.974], [-3.130, -3.219, 1.598], [-0.614, -3.507, 0.527], [-0.897, -2.452, 2.707], [-2.345, -0.409, -3.335], [-0.305, -1.071, 6.191], [-1.920, -1.569, 6.724], [-1.243, -3.209, -5.725], [0.599, 3.012, -1.210], [0.213, 3.189, 0.350], [1.946, 2.316, -3.692], [1.601, 4.047, -5.299], [2.344, 0.026, 0.055], [-0.675, -4.464, 0.014], [0.855, 4.046, 0.931], [-0.326, -5.678, 2.214], [-3.972, -0.841, 5.391], [2.965, 4.319, -5.310], [0.939, 4.619, -5.933], [-1.018, -0.861, 2.366], [-2.867, -4.188, 3.054], [1.248, 0.984, -2.711], [-2.559, 0.975, 6.549], [-1.552, -2.425, -5.053], [3.152, -1.296, 2.886], [2.211, -2.035, 1.578], [1.081, 0.442, 4.139], [2.431, 0.586, 0.983], [-0.943, -1.348, -1.657], [1.650, 3.290, -1.367], [-3.724, -0.057, 3.816], [0.057, -3.555, -3.242], [2.348, 0.270, -2.111], [4.870, 3.773, -4.499], [-2.380, 1.761, 4.966], [1.090, 3.046, -4.495], [-3.502, 0.351, -4.965], [-0.053, 3.765, -1.685], [-3.042, -1.482, -7.086], [0.410, -3.147, 0.479], [3.808, 3.574, -4.496], [1.512, -1.893, 3.196], [-1.288, -1.397, 5.856], [-3.317, -0.772, 4.526]], "atomic_forces_ev_per_a": [[-0.049, -0.154, -0.090], [0.061, -0.118, -0.021], [0.177, 0.706, 0.385], [0.304, 0.126, 0.047], [-0.071, -0.009, 0.090], [0.118, 0.000, 0.039], [0.090, 0.045, -0.053], [0.135, -0.023, -0.372], [-0.088, -0.206, -0.054], [0.029, 0.100, -0.027], [-0.005, -0.021, -0.105], [-0.040, -0.126, -0.063], [-0.253, 0.303, -0.129], [-0.143, 0.048, -0.097], [-0.045, 0.159, 0.005], [0.239, 0.337, 0.138], [-0.805, 0.545, -0.274], [-0.204, -0.676, 0.351], [0.130, 0.022, -0.010], [-0.825, -0.882, 0.130], [0.023, -0.317, -0.215], [0.030, -0.146, 0.185], [0.979, 0.161, 0.282], [-0.761, -0.216, -0.816], [0.007, 0.041, -0.083], [0.551, 0.014, 0.095], [-0.135, 0.228, -0.085], [0.084, 0.021, 0.036], [-0.002, -0.138, -0.025], [0.114, 0.084, 0.387], [-0.138, -0.023, 0.479], [-0.370, 0.452, 0.087], [0.125, 0.018, -0.006], [0.043, 0.178, -0.008], [-0.053, -0.019, 0.113], [0.086, 0.025, 0.054], [0.079, -0.340, 0.544], [-0.032, -0.576, -0.122], [-0.094, 0.018, -0.076], [-0.190, 0.178, 0.290], [0.225, 0.014, 0.219], [0.414, -0.767, -0.167], [0.094, 0.040, 0.036], [-0.059, -0.053, 0.149], [0.033, -0.068, -0.053], [0.332, 0.678, 0.725], [0.541, 0.429, -0.714], [-0.166, -0.284, 0.345], [-0.062, -0.089, 0.089], [0.055, -0.086, 0.082], [-0.003, -0.095, -0.087], [0.289, 0.313, 0.071], [-0.009, -0.140, -0.045], [-0.083, -0.039, 0.130], [0.117, -0.005, -0.043], [-0.077, 0.044, -0.075], [-1.509, -0.081, -0.473], [-0.014, -0.040, 0.112], [1.131, -0.716, -1.944], [-0.089, 0.021, 0.143], [-0.155, 0.229, 0.080], [0.097, 0.025, 0.030], [0.035, -0.119, -0.051], [0.051, 0.026, 0.087], [-0.424, -0.252, 0.008], [0.522, 0.603, 0.861], [-0.285, 0.065, -0.039], [-0.117, 0.074, -0.035], [0.411, -0.462, 0.164], [-0.332, 0.535, 0.205], [0.093, 0.015, -0.014], [-0.075, 0.108, -0.043], [-0.105, 0.042, -0.060], [-0.092, 0.052, -0.028], [0.066, -0.122, 0.063], [-0.225, -0.004, -0.587], [0.177, 0.018, -0.035], [-0.068, -0.028, -0.017], [0.004, -0.101, 0.117], [-0.078, 0.216, -0.195], [0.239, 0.185, -0.017]], "lowdin_charge": [-0.02, -0.15, -0.26, -0.03, -0.05, 0.11, 0.07, -0.20, 0.07, 0.08, 0.04, 0.08, -0.03, 0.12, 0.09, -0.15, 0.75, -0.19, 0.09, -0.08, -0.02, -0.05, -0.61, -0.54, 0.08, 0.37, -0.02, 0.09, 0.07, -0.71, -0.64, -0.61, 0.08, 0.07, 0.08, 0.08, 0.81, -0.64, 0.05, -0.04, -0.15, -0.57, 0.08, 0.08, 0.10, -0.18, -0.70, -0.29, -0.03, 0.06, 0.09, 0.04, 0.08, 0.09, -0.28, 0.11, -0.13, 0.08, 0.63, 0.08, -0.15, 0.09, 0.09, 0.07, -0.02, -0.23, 0.12, 0.06, 0.72, -0.28, 0.11, 0.09, -0.05, 0.10, 0.14, 0.63, 0.08, -0.03, 0.07, -0.02, -0.05]}